Record 1
This record from the OMol25 dataset describes a 16-piece molecular cluster, C64H96O16 overall at a distorted geometry. The level of theory is wB97M-V/def2-TZVPD.

Calculated values
- Lowest unoccupied orbital energy: 0.4 eV
- E_tot: -3699.9893 hartree

Atoms and positions in Å:
C: 1.86591 -19.14264 -13.64041
C: 3.18870 -18.93497 -13.38673
C: 3.74344 -19.22793 -12.16855
C: 2.99339 -19.87661 -11.21205
C: 1.61977 -20.08924 -11.43586
C: 1.05839 -19.65606 -12.64087
H: 1.41653 -18.85247 -14.57596
H: 3.80496 -18.49575 -14.16705
H: 4.81096 -19.04334 -12.04012
H: 3.52403 -20.25216 -10.33926
H: 1.03779 -20.69170 -10.74833
H: 0.02501 -19.80767 -12.89570
C: -2.93944 -26.00848 -5.43823
C: -3.48536 -25.16180 -6.43530
C: -3.42617 -25.49270 -7.77634
C: -2.80201 -26.67711 -8.18162
C: -2.26197 -27.51469 -7.23106
C: -2.27533 -27.16464 -5.84337
H: -2.98684 -25.76265 -4.39012
H: -3.91280 -24.21930 -6.11492
H: -3.86235 -24.92486 -8.58135
H: -2.80261 -26.95540 -9.21609
H: -1.92783 -28.51686 -7.53068
H: -1.78244 -27.83588 -5.13975
C: -7.53023 -24.07319 -6.68866
C: -8.42547 -23.94625 -5.65714
C: -8.15117 -23.11887 -4.59527
C: -7.05417 -22.26120 -4.59678
C: -6.17310 -22.30556 -5.70507
C: -6.38574 -23.28759 -6.68682
H: -7.69185 -24.81893 -7.46686
H: -9.34399 -24.53581 -5.59154
H: -8.87306 -22.98099 -3.78920
H: -6.93224 -21.49713 -3.84020
H: -5.42126 -21.55917 -5.87299
H: -5.66534 -23.38003 -7.48648
C: -1.12018 -26.19931 -17.25566
C: 0.00945 -25.84008 -18.01662
C: 1.06832 -26.71509 -18.13671
C: 0.99831 -27.97209 -17.52595
C: -0.11532 -28.34669 -16.87707
C: -1.19046 -27.45820 -16.73232
H: -1.92494 -25.46680 -17.16984
H: 0.04298 -24.87002 -18.48536
H: 1.99672 -26.44921 -18.61645
H: 1.87705 -28.57813 -17.51521
H: -0.07193 -29.30738 -16.35782
H: -2.05649 -27.75821 -16.15225
C: -0.12122 -29.04101 -11.61016
C: -0.16181 -29.23520 -13.00056
C: -1.31841 -29.75063 -13.54055
C: -2.43369 -29.89395 -12.77306
C: -2.43772 -29.57228 -11.43155
C: -1.27124 -29.13016 -10.84274
H: 0.73470 -28.57806 -11.12927
H: 0.59441 -28.84001 -13.66056
H: -1.40716 -29.80112 -14.62447
H: -3.35633 -30.19488 -13.28088
H: -3.35470 -29.63198 -10.88976
H: -1.17151 -28.86229 -9.78265
C: 2.06097 -25.69772 -12.70346
C: 2.16193 -25.24139 -14.01409
C: 2.49907 -23.89473 -14.24295
C: 2.65702 -23.05821 -13.16574
C: 2.54992 -23.52378 -11.85543
C: 2.28902 -24.85473 -11.59320
H: 1.80417 -26.72666 -12.49077
H: 2.00113 -25.96589 -14.80239
H: 2.61106 -23.53569 -15.24932
H: 2.97486 -22.04320 -13.33671
H: 2.68337 -22.79945 -11.05273
H: 2.24345 -25.24831 -10.58464
C: 2.72753 -28.09104 -7.61740
C: 3.70446 -28.76660 -6.89799
C: 3.33329 -29.75291 -5.93829
C: 1.97395 -30.03962 -5.78199
C: 1.02658 -29.30815 -6.45892
C: 1.41713 -28.31021 -7.31536
H: 2.99619 -27.23255 -8.22260
H: 4.76561 -28.51033 -7.01830
H: 4.10591 -30.31618 -5.40827
H: 1.70166 -30.88709 -5.16784
H: 0.00072 -29.51087 -6.20357
H: 0.70480 -27.66322 -7.80600
C: -2.15456 -20.20635 -7.02343
C: -1.91026 -19.21349 -6.07811
C: -1.83579 -19.49147 -4.73483
C: -2.00777 -20.79335 -4.26682
C: -2.31035 -21.78773 -5.19263
C: -2.40007 -21.49005 -6.56639
H: -2.09517 -20.03281 -8.09503
H: -1.74419 -18.21419 -6.45348
H: -1.69219 -18.70344 -3.99875
H: -1.91051 -21.10723 -3.24997
H: -2.32286 -22.86090 -4.95241
H: -2.48615 -22.25848 -7.32152
C: -5.67433 -25.12129 -15.47281
C: -4.58027 -26.13545 -15.33212
O: -4.43155 -26.42083 -13.89026
O: -6.87637 -25.66694 -14.86874
H: -5.96642 -24.99558 -16.52420
H: -5.37476 -24.19346 -15.02189
H: -3.64607 -25.85185 -15.82184
H: -5.01806 -27.04529 -15.78277
H: -3.87959 -25.70761 -13.55549
H: -7.36223 -24.96810 -14.39513
C: -5.66263 -21.29887 -16.63113
C: -5.30688 -20.56355 -15.38992
O: -4.13972 -21.05181 -14.79960
O: -4.55956 -21.43621 -17.55164
H: -6.59186 -20.92368 -17.06946
H: -5.88953 -22.33741 -16.37402
H: -6.16380 -20.65438 -14.70956
H: -5.15653 -19.51403 -15.66822
H: -4.33916 -21.59859 -14.03255
H: -4.31533 -20.57802 -17.87627
C: -6.18320 -24.86508 -10.59248
C: -7.53785 -25.62681 -10.48997
O: -7.74919 -26.49706 -11.57101
O: -6.11699 -24.22601 -11.89960
H: -5.27690 -25.46424 -10.46756
H: -6.10772 -24.08083 -9.84812
H: -8.41743 -25.00196 -10.39771
H: -7.51787 -26.17158 -9.52136
H: -6.98600 -27.09072 -11.62144
H: -6.20399 -24.93378 -12.55523
C: 0.39106 -24.58245 -7.85104
C: 0.78631 -23.19192 -8.25583
O: -0.04695 -22.69984 -9.27619
O: 0.22120 -25.42412 -9.03961
H: -0.58732 -24.60645 -7.34262
H: 1.11759 -25.04905 -7.18620
H: 1.82011 -23.23489 -8.63990
H: 0.81453 -22.45947 -7.44643
H: -0.15920 -23.43050 -9.90463
H: -0.68781 -25.31345 -9.34679
C: -1.40430 -25.66823 -11.91734
C: -1.26434 -25.14878 -13.28652
O: -2.56959 -24.46907 -13.54462
O: -1.94778 -24.74962 -11.01405
H: -0.40128 -25.92370 -11.58875
H: -2.02222 -26.55948 -11.94571
H: -1.09720 -25.93539 -14.04612
H: -0.44849 -24.43326 -13.39349
H: -2.30860 -23.87943 -14.25190
H: -2.65111 -24.29272 -11.51780
C: -1.07045 -22.50729 -16.34185
C: -0.51143 -21.54507 -15.26171
O: -1.21001 -20.26561 -15.16639
O: -2.26219 -23.00644 -15.82601
H: -0.36551 -23.29643 -16.64492
H: -1.28656 -21.83371 -17.16384
H: 0.46833 -21.24677 -15.64973
H: -0.34009 -22.08440 -14.31244
H: -2.15175 -20.45838 -15.00250
H: -2.91985 -22.29408 -15.83719
C: -7.22089 -29.24587 -13.47148
C: -6.17956 -29.54548 -12.44422
O: -5.60819 -28.32451 -12.07621
O: -6.63521 -28.53222 -14.61701
H: -8.04677 -28.69169 -13.05507
H: -7.63469 -30.13935 -13.93897
H: -5.42128 -30.21246 -12.87892
H: -6.52961 -30.02896 -11.52616
H: -5.13584 -27.92123 -12.82012
H: -6.61070 -27.61399 -14.31716
C: -4.42608 -20.79062 -10.23662
C: -3.52352 -21.44355 -11.22491
O: -4.29608 -22.04804 -12.28438
O: -5.02496 -21.80492 -9.32852
H: -5.16355 -20.15281 -10.74261
H: -3.78555 -20.22093 -9.54610
H: -2.89719 -22.15605 -10.69469
H: -2.88294 -20.69002 -11.66759
H: -4.82627 -22.80345 -11.98982
H: -5.88239 -21.43341 -9.03374

Record 2
This record from the OMol25 dataset describes a 15-piece molecular cluster, C65H144N14O19 overall at a distorted geometry. The level of theory is wB97M-V/def2-TZVPD.

Calculated values
- Charge: +8
- Lowest unoccupied orbital energy: -13.8 eV
- E_tot: -4755.1000 hartree

Atoms and positions in Å:
C: 7.01843 -4.24288 -3.12724
C: 7.81720 -3.29530 -2.17296
O: 7.98593 -2.16829 -2.26694
N: 8.61106 -4.10034 -1.02960
H: 7.91559 -4.67961 -0.50994
H: 9.33769 -4.71917 -1.37326
C: 9.31986 -3.18581 -0.04176
H: 6.83786 -3.50555 -3.92385
H: 6.11282 -4.61340 -2.64062
H: 7.64709 -5.05706 -3.38117
H: 9.48053 -2.19028 -0.49091
H: 10.26488 -3.69188 0.21585
H: 8.80185 -3.08520 0.94354
C: -0.97081 -5.80659 -3.28178
C: -2.29386 -5.05700 -3.06425
O: -3.22651 -5.35514 -2.37843
N: -2.44005 -3.83746 -4.01079
H: -3.09743 -3.13970 -3.64359
H: -1.50698 -3.45557 -4.05340
C: -2.73763 -4.26606 -5.47162
H: -0.37170 -5.52882 -2.44590
H: -0.49186 -5.31161 -4.11361
H: -1.04966 -6.90941 -3.47844
H: -1.74069 -4.20527 -5.97152
H: -3.32902 -3.40718 -5.81355
H: -3.24466 -5.25282 -5.50887
C: -1.34525 -2.21549 -13.49642
C: -2.40729 -1.19128 -13.39950
O: -2.94144 -0.71253 -12.47854
N: -2.71646 -0.50353 -14.69790
H: -2.46897 -1.11273 -15.48383
H: -3.70520 -0.34644 -14.75234
C: -1.81925 0.75788 -14.83118
H: -0.85715 -2.23374 -12.50838
H: -0.60371 -1.84388 -14.18847
H: -1.68104 -3.20780 -13.68204
H: -1.76559 1.18397 -13.82248
H: -2.06241 1.42285 -15.62313
H: -0.85391 0.27083 -15.14077
C: -1.38535 -1.75443 -1.30407
C: -0.37469 -2.67559 -0.61842
O: -0.26603 -3.88771 -0.88590
N: 0.37787 -2.09531 0.35943
H: 1.06103 -2.66954 0.73753
H: 1.87916 -1.08774 -3.48167
C: 0.54003 -0.66939 0.71671
H: -2.05207 -1.34859 -0.53807
H: -2.05502 -2.40927 -1.81742
H: -0.98574 -0.92260 -1.82660
H: 0.78268 -0.67043 1.78945
H: -0.36121 -0.03024 0.55078
H: 1.41824 -0.31813 0.20027
C: 2.94028 -6.39107 2.37792
C: 3.74693 -5.78707 3.45585
O: 3.37624 -5.28559 4.46553
N: 5.14809 -5.96546 3.20879
H: 5.34766 -6.94784 3.00151
H: 5.52438 -5.49125 2.30956
C: 6.06981 -5.60513 4.35172
H: 3.24495 -6.11237 1.36767
H: 1.94519 -6.00047 2.53634
H: 3.08646 -7.47689 2.43923
H: 6.25812 -6.47386 4.94179
H: 5.54880 -4.76921 4.88433
H: 6.98062 -5.20686 3.92225
C: -6.19310 4.76542 -6.90464
C: -5.59038 4.27850 -5.65795
O: -4.76977 4.64416 -4.84416
N: -6.13156 2.86100 -5.33972
H: -6.25598 2.45414 -6.28078
H: -5.48033 2.29372 -4.79441
C: -7.37579 2.88198 -4.52014
H: -5.86958 5.73376 -7.23036
H: -7.25492 4.99653 -6.69902
H: -6.08276 4.05640 -7.74217
H: -7.36470 3.79335 -3.86404
H: -7.44919 1.97942 -3.90068
H: -8.25294 2.89383 -5.20202
C: -2.36867 0.82121 7.62318
C: -2.09376 0.27822 8.97530
C: -0.81786 0.70229 9.55530
C: 0.31799 0.87934 8.87002
C: -5.22229 2.82524 12.97588
C: -5.04085 2.86960 11.46656
N: -5.07196 2.17880 10.52171
O: -4.83396 1.51159 9.39912
C: -4.63022 4.42186 10.90966
C: -6.77980 3.00041 13.11820
C: -2.94505 -0.67012 9.70385
H: -1.99136 1.84619 7.64127
H: -3.39955 0.66230 7.28607
H: -1.62527 0.34191 6.91792
H: 0.90597 1.78775 8.93354
H: -0.60605 0.98103 10.55640
H: 1.19587 0.89393 9.49797
H: 0.54006 0.58929 7.82846
H: -4.72012 3.73926 13.32331
H: -4.84944 1.98454 13.65317
H: -5.29388 4.93692 11.63777
H: -4.96567 4.62665 9.92290
H: -3.53997 4.71653 11.05291
H: -7.01607 3.32722 12.15172
H: -7.08263 3.79875 13.83548
H: -7.23009 2.02226 13.33234
H: -3.37556 -0.02220 10.66381
H: -2.24328 -1.48375 9.82612
H: -3.94187 -0.63325 9.27493
C: -6.43686 6.85503 1.37245
C: -6.30176 5.30556 1.16755
C: -6.37115 4.56996 2.49246
C: -7.84767 4.59102 3.09070
C: -8.80245 3.91308 2.18241
C: -8.76579 4.46866 0.72697
N: -7.43113 4.87576 0.16461
O: -7.18237 4.92122 -0.89695
C: -9.51026 5.83914 0.78834
C: -9.42961 3.57279 -0.30324
C: -4.99211 4.93413 0.41751
H: -6.53507 7.41546 0.44607
H: -5.52353 7.11224 1.90681
H: -7.31786 7.15145 1.95587
H: -5.65830 5.05908 3.17044
H: -6.12978 3.49811 2.39164
H: -8.09701 5.65438 3.32803
H: -7.72700 3.98484 3.95403
H: -9.80620 3.88918 2.56200
H: -8.55588 2.83709 2.06360
H: -10.57071 5.66413 0.97573
H: -9.35721 6.34804 -0.14495
H: -9.10279 6.52787 1.52343
H: -9.53103 4.14129 -1.20214
H: -10.39506 3.21091 0.10829
H: -8.81242 2.67256 -0.50828
H: -4.84220 3.93347 0.08065
H: -4.16158 5.20215 1.12496
H: -4.83183 5.56604 -0.47786
C: 8.10211 -2.65931 -7.88941
C: 8.37751 -1.28475 -8.34099
C: 7.77054 -1.00982 -9.72080
C: 7.29628 0.38818 -10.05513
C: 6.16786 0.65792 -9.00853
C: 6.76298 0.87235 -7.59568
N: 7.69045 -0.38025 -7.26385
O: 8.01979 -0.46815 -6.10784
C: 5.59977 0.74708 -6.56032
C: 7.65097 2.06873 -7.44913
C: 9.87093 -0.91273 -8.28558
H: 8.61460 -3.41883 -8.52351
H: 7.06508 -2.95340 -7.87909
H: 8.50225 -2.77680 -6.90018
H: 6.95612 -1.69356 -9.84027
H: 8.45192 -1.39611 -10.47049
H: 6.78518 0.41367 -11.04478
H: 8.10606 1.09390 -10.10416
H: 5.47838 -0.16761 -8.95450
H: 5.55065 1.49643 -9.28008
H: 4.77896 1.30894 -6.97319
H: 5.95933 1.04107 -5.58654
H: 5.27393 -0.24286 -6.49896
H: 7.01999 2.96716 -7.44889
H: 8.42288 2.15566 -8.20636
H: 8.18194 2.02450 -6.51348
H: 10.40284 -1.39528 -9.07031
H: 10.44124 -1.34667 -7.44088
H: 9.98942 0.19841 -8.24184
C: -5.55269 -6.40227 5.29904
C: -4.97975 -6.69752 3.89013
C: -5.79835 -7.80944 3.21161
C: -7.02635 -7.32697 2.44038
C: -6.55068 -6.35518 1.37098
C: -6.02430 -5.04497 1.97984
N: -4.97693 -5.44941 2.94603
O: -3.93008 -4.72951 2.92608
C: -7.09488 -4.37523 2.96103
C: -5.52592 -4.02198 0.98986
C: -3.52546 -7.11894 4.12588
H: -5.49034 -7.45377 5.79813
H: -6.61338 -6.17801 5.32157
H: -4.86020 -5.71112 5.80671
H: -5.95011 -8.52020 4.07696
H: -5.21547 -8.34852 2.46083
H: -7.88978 -6.98171 3.08888
H: -7.43592 -8.19774 1.99704
H: -7.36137 -6.06771 0.74008
H: -5.67215 -6.70891 0.78159
H: -6.68020 -3.43578 3.37308
H: -7.32893 -5.07280 3.75313
H: -8.04803 -4.13133 2.37646
H: -5.27555 -3.10602 1.53649
H: -6.36831 -3.78957 0.32874
H: -4.71906 -4.40508 0.40639
H: -2.94036 -6.96677 3.17968
H: -3.36843 -8.17703 4.45800
H: -3.07017 -6.48540 4.89271
C: 3.27952 4.59406 2.11953
C: 3.26004 4.33924 3.64784
C: 4.47288 4.97060 4.31254
C: 5.71848 4.14756 4.03843
N: 7.06226 4.70249 4.50064
C: 8.11844 3.78292 3.89428
C: 8.44261 2.71610 4.96182
C: 7.75735 3.13095 6.27562
C: 7.23868 4.54859 6.01609
C: 7.17654 6.14999 4.08215
C: 6.97360 6.41670 2.59209
C: 7.22520 7.90122 2.32833
H: 2.98764 5.64716 1.84710
H: 2.60423 3.93429 1.59488
H: 4.31545 4.45084 1.68433
H: 3.19596 3.27586 3.77275
H: 2.36690 4.76456 4.07001
H: 4.28614 5.03004 5.40037
H: 4.50639 6.01166 3.91362
H: 5.83298 3.98266 2.96576
H: 5.72235 3.13858 4.44343
H: 8.91851 4.45069 3.58069
H: 7.67049 3.44713 2.95992
H: 9.53076 2.63966 4.99458
H: 8.04729 1.77601 4.55393
H: 8.45418 3.21193 7.11077
H: 6.89789 2.55857 6.60374
H: 8.00294 5.29769 6.31808
H: 6.26736 4.86635 6.40557
H: 8.14866 6.55035 4.33354
H: 6.36053 6.64283 4.62008
H: 6.03974 6.05728 2.23048
H: 7.69326 5.79317 2.02886
H: 7.07195 8.14276 1.31760
H: 8.31853 8.18142 2.52822
H: 6.66490 8.59857 2.93217
N: 0.88487 -1.85587 -4.96010
O: -0.04612 -2.00241 -4.24880
O: 1.04136 -2.18883 -6.09735
O: 2.09896 -1.28828 -4.48103
N: -4.62559 -0.04165 -3.77811
O: -5.25528 0.96523 -3.44633
O: -4.27071 -0.15064 -4.96050
O: -4.39045 -0.94815 -3.00814
N: 5.84215 -3.75795 0.65291
O: 5.10208 -3.23609 1.44244
O: 6.29303 -3.12984 -0.25967
O: 6.28249 -4.90424 0.96142